ORCA calculation (ωB97M-V/def2-TZVPD) on an isolated ion of composition CH4Cl2N3S and charge +1.

Last column: Löwdin charge in e.
Atoms and positions in Å:
1 N 1.135 0.775 0.444  0.1874
2 C 0.815 -0.581 -0.187  -0.8394
3 S 2.071 -1.492 -0.656  0.8325
4 N -0.514 -0.823 -0.261  -0.1721
5 N -1.337 0.147 0.192  -0.8434
6 Cl -2.848 -0.679 0.577  0.6745
7 Cl -1.743 1.381 -1.158  0.5171
8 H 0.358 0.898 1.056  0.1100
9 H 2.111 0.576 0.836  0.1797
10 H 0.991 1.529 -0.289  0.1714
11 H -1.037 -1.731 -0.553  0.1824

The calculation puts the lowest unoccupied orbital energy at -5.4956 eV. The molecular weight comes out at 161.04 g/mol. The SMILES is [NH3+]C(=S)NN(Cl)Cl. For the orbital gap, the calculation gives 8.71 eV. Its net charge is +1. Its total energy is -41441.4352 eV.